Computed, not measured: a single C4H7NO2 molecule, with the ωB97M-V functional and the def2-TZVPD basis.

Geometry (Å):
C -1.6102 0.1959 -0.4231
C -0.2264 -0.2364 -0.0148
C 0.6450 0.8853 0.5208
N 1.7444 1.1439 -0.2248
O 0.3292 1.5032 1.5225
C 0.0626 -1.5972 0.4349
O 0.4221 -1.1658 -0.8777
H -2.2149 -0.6709 -0.7035
H -2.0900 0.7282 0.4019
H -1.5477 0.8702 -1.2846
H 2.3718 1.8750 0.0716
H 1.9681 0.5700 -1.0220
H 0.8948 -1.7778 1.1145
H -0.7487 -2.3237 0.4845

## Properties
energy relative to the best compared isomer or geometry (same formula, charge and spin) = 111.5 kJ/mol
gap between HOMO and LUMO = 0.39410 hartree
SMILES string = C[C@@]1(C(N)=O)CO1
HOMO = -9.82 eV
total charge = 0

***

Computed, not measured: a single C4H7NO molecule at a distorted geometry, with the ωB97M-V functional and the def2-TZVPD basis.

Geometry (Å):
C -0.7588 1.5353 0.1446
C -0.2868 0.1757 -0.4492
C -1.3424 -0.8323 -0.2066
N -1.8870 -1.7849 0.1641
C 0.8848 -0.7568 0.1720
O 2.2659 -0.4547 0.1319
H -1.7428 1.8101 -0.2715
H -0.8938 1.4922 1.2293
H -0.0814 2.3589 -0.0971
H -0.1875 0.3187 -1.5354
H 0.7167 -1.7004 -0.3624
H 0.5869 -0.8959 1.2190
H 2.7263 -1.2660 -0.1386

## Properties
energy relative to the best compared isomer or geometry (same formula, charge and spin) = 178.2 kJ/mol
gap between HOMO and LUMO = 0.41751 hartree
SMILES string = C[C@H](C#N)CO
HOMO = -10.78 eV
total charge = 0

***

Computed, not measured: a molecular structure, FLi4 at a distorted geometry, with the ωB97M-V functional and the def2-TZVPD basis.

Geometry (Å):
Li -1.0971 -0.6167 0.8679
Li -0.1049 1.5315 0.8305
Li 1.6767 -0.2747 -0.4569
Li -0.6024 -0.5691 -1.3397
F 0.1278 -0.0711 0.0982

## Properties
energy relative to the best compared isomer or geometry (same formula, charge and spin) = 313.0 kJ/mol
gap between HOMO and LUMO = 0.67926 hartree
HOMO = -33.49 eV
total charge = +3

***

Computed, not measured: 4 unconnected molecules or ions with the total composition C26H42BN3O12P at a distorted geometry, with the ωB97M-V functional and the def2-TZVPD basis.

Geometry (Å):
C 3.0126 -2.3831 1.2828
C 2.4951 -2.5189 0.2132
C 1.7966 -2.6777 -1.0650
C 0.9072 -1.5075 -1.3982
C 1.3543 -0.4155 -2.1938
P 3.0701 -0.4105 -2.8404
N 4.0601 -0.6266 -1.6903
O 3.3305 0.9911 -3.5549
O 3.1128 -1.5237 -4.0082
C 0.4610 0.6072 -2.4666
B 0.7957 1.9174 -3.3186
O 0.5153 1.8958 -4.6516
C 1.3505 3.1887 -2.5795
C 0.3214 4.3413 -2.6202
C -0.8314 0.4735 -1.9278
N -1.2318 -0.5432 -1.2199
N -0.3647 -1.5060 -0.9809
C -0.9340 -2.6587 -0.1874
C -0.4769 -2.5777 1.2890
C -2.4617 -2.6451 -0.2374
C -3.0289 -2.9692 -1.6350
C -4.3041 -2.1939 -1.9697
H 3.3935 -2.4374 2.2763
H 2.5663 -2.7926 -1.8258
H 1.2464 -3.6176 -1.0330
H 4.6646 -1.4331 -1.7986
H 3.0394 0.9664 -4.4817
H 2.3978 -2.1698 -3.9465
H 1.0569 2.5517 -5.1102
H 1.5422 2.9665 -1.5261
H 2.3101 3.5079 -2.9929
H 0.7445 5.2539 -2.2058
H -0.0398 4.5324 -3.6305
H -0.5458 4.0946 -2.0034
H -1.5606 1.2521 -2.1160
H -0.6481 -3.5949 -0.6591
H -1.3396 -2.5057 1.9443
H 0.0520 -3.4977 1.5386
H 0.2234 -1.7614 1.4457
H -2.8754 -1.7432 0.2046
H -2.7476 -3.4558 0.4322
H -3.1834 -4.0473 -1.6959
H -2.2667 -2.7401 -2.3906
H -4.9849 -2.2002 -1.1207
H -4.0432 -1.1759 -2.2576
H -4.7953 -2.6585 -2.8245
C -3.0013 -0.1377 6.3391
C -3.7122 -0.3989 5.0402
C -5.0533 -1.0835 5.1702
O -5.1476 -1.8115 3.9327
C -3.8952 -2.0612 3.5112
O -3.6194 -2.8179 2.6273
O -2.9929 -1.3575 4.2217
H -2.0968 0.4462 6.1750
H -3.6425 0.4147 7.0161
H -2.7012 -1.0768 6.8083
H -3.8069 0.5242 4.4627
H -5.8831 -0.3886 5.2630
H -5.0816 -1.7984 5.9949
C 6.8090 -0.3369 -4.0578
C 8.0269 -1.1813 -3.7856
C 8.4880 -2.0469 -4.9388
O 9.0791 -3.1625 -4.2653
C 8.4901 -3.2753 -3.0491
O 8.6067 -4.2017 -2.3196
O 7.7353 -2.1748 -2.7881
H 6.5984 0.3141 -3.2097
H 6.9477 0.2818 -4.9453
H 5.9380 -0.9795 -4.1969
H 8.8491 -0.5637 -3.4147
H 9.2196 -1.5607 -5.5790
H 7.6553 -2.4090 -5.5478
C -5.0833 5.0643 2.9581
C -5.0488 4.9471 4.4607
C -3.8995 5.6664 5.1343
O -3.6860 4.8693 6.3058
C -4.1161 3.6186 6.0405
O -3.9202 2.6718 6.7337
O -4.8051 3.5867 4.8738
H -5.9842 4.6032 2.5552
H -5.0695 6.1118 2.6573
H -4.2267 4.5533 2.5166
H -6.0049 5.2558 4.8905
H -4.1333 6.6900 5.4139
H -2.9878 5.6528 4.5320

## Properties
gap between HOMO and LUMO = 0.29371 hartree
HOMO = -12.15 eV
total charge = +1

***

Repeat the third record exactly.
Computed, not measured: a molecular structure, FLi4 at a distorted geometry, with the ωB97M-V functional and the def2-TZVPD basis.

Geometry (Å):
Li -1.0971 -0.6167 0.8679
Li -0.1049 1.5315 0.8305
Li 1.6767 -0.2747 -0.4569
Li -0.6024 -0.5691 -1.3397
F 0.1278 -0.0711 0.0982

## Properties
energy relative to the best compared isomer or geometry (same formula, charge and spin) = 313.0 kJ/mol
gap between HOMO and LUMO = 0.67926 hartree
HOMO = -33.49 eV
total charge = +3